84
Properties=species:S:1:pos:R:3:mulliken_charge:R:1 method="wB97M-V/def2-TZVPD" fmax_ev_per_a=6.533 total_energy_ha=-2607.90038 smiles="Cc1ccc(Cc2nc3c(OC#N)c(P(=O)(O)O)c(CON=O)c(C)c3nc2-c2ccccn2)cc1.CCOC(C)=O.CCOC(C)=O" de_lowest_kcal_mol=128.3
C -2.2322 0.4784 -7.6126 -1.005
C -2.1855 0.2834 -6.0059 0.588
C -3.2537 0.9596 -5.0607 -0.692
C -3.2087 0.7984 -3.4935 -0.418
C -2.0960 -0.0626 -2.7448 0.346
C -2.0188 -0.2248 -1.1150 0.059
C -0.4533 -0.3702 -0.7013 0.379
N 0.4204 0.5950 -1.2953 -0.389
C 1.7503 0.3625 -0.7977 0.519
C 2.8839 1.3497 -1.3257 -0.049
O 2.4886 2.4202 -2.2300 -0.417
C 2.7158 1.8736 -3.5403 0.405
N 3.1568 1.7408 -4.6659 -0.449
C 4.3913 1.2074 -0.9214 0.545
P 5.5838 2.4836 -1.6989 1.020
O 6.9269 2.5728 -0.9536 -0.683
O 5.8609 2.1411 -3.3661 -0.530
O 4.8848 4.0619 -1.6246 -0.541
C 4.8618 0.0551 0.0458 -0.030
C 6.3974 -0.1376 0.4563 -0.707
O 6.8061 0.6047 1.6421 -0.224
N 5.8180 0.6318 2.5759 0.324
O 5.7116 1.7864 2.9120 -0.336
C 3.7350 -0.8966 0.5886 0.725
C 4.1230 -2.0736 1.6149 -1.299
C 2.2067 -0.7543 0.1709 -0.064
N 1.2912 -1.7071 0.7386 -0.475
C -0.0567 -1.4922 0.3111 -0.046
C -1.1373 -2.5359 0.9228 0.022
C -1.7350 -3.5092 -0.1179 -0.232
C -2.7921 -4.5467 0.4487 -0.465
C -2.9763 -4.3801 2.0005 -0.292
C -2.2446 -3.3536 2.8958 -0.192
N -1.3352 -2.4165 2.3229 -0.464
C -1.0594 -0.7701 -3.7062 -0.199
C -1.1056 -0.5983 -5.2775 -0.635
H -3.1560 1.1060 -7.9127 0.284
H -1.3078 1.0477 -7.9919 0.267
H -2.2606 -0.5326 -8.1739 0.273
H -4.0720 1.5899 -5.5593 0.206
H -4.0346 1.3638 -2.9185 0.265
H -2.6683 -1.0773 -0.7251 0.184
H -2.4692 0.7548 -0.7031 0.387
H 6.2712 1.2369 -3.4005 0.356
H 4.5731 4.1412 -0.6865 0.365
H 6.5396 -1.2682 0.6694 0.240
H 7.1116 0.0896 -0.4234 0.388
H 5.0673 -2.6104 1.2545 0.313
H 3.3102 -2.8659 1.7417 0.355
H 4.2503 -1.5674 2.6472 0.235
H -1.4587 -3.4768 -1.2319 0.339
H -3.3425 -5.3077 -0.1936 0.370
H -3.7225 -5.0907 2.5202 0.280
H -2.4240 -3.3309 4.0362 0.344
H -0.2153 -1.4413 -3.3032 0.229
H -0.3217 -1.1069 -5.9532 0.238
O -5.2777 0.6349 -0.8621 -0.537
C -6.3150 0.0429 -1.0671 0.851
O -6.3083 -1.2993 -1.1834 -0.356
C -7.4911 -2.1115 -1.2429 -0.427
C -8.0275 -2.1885 -2.6578 -0.973
C -7.6008 0.7880 -1.2824 -1.147
H -8.2401 -1.7668 -0.5254 0.370
H -7.1909 -3.1111 -0.9184 0.320
H -8.3252 -1.2059 -3.0299 0.273
H -8.8936 -2.8525 -2.7053 0.365
H -7.2577 -2.5634 -3.3373 0.303
H -7.6517 1.1200 -2.3211 0.259
H -7.6060 1.6598 -0.6255 0.328
H -8.4909 0.2135 -1.0365 0.362
O 1.0472 1.2789 8.0302 -0.577
C 1.9937 1.9322 7.6498 0.724
O 2.3272 1.9331 6.3438 -0.369
C 3.3068 2.8071 5.7604 -0.456
C 4.7027 2.2397 5.9140 -0.785
C 2.8608 2.6764 8.6247 -0.885
H 3.2163 3.8202 6.1606 0.347
H 3.0620 2.8729 4.6972 0.314
H 4.9841 2.1406 6.9649 0.320
H 5.4352 2.8810 5.4195 0.306
H 4.7578 1.2397 5.4770 0.201
H 3.5855 1.9849 9.0584 0.235
H 2.2233 3.0730 9.4171 0.301
H 3.3798 3.5291 8.1929 0.316

---

80
Properties=species:S:1:pos:R:3:mulliken_charge:R:1 method="wB97M-V/def2-TZVPD" total_charge=-2 fmax_ev_per_a=5.405 total_energy_ha=-1976.41721 de_lowest_kcal_mol=85.9
Sr -1.4434 0.8804 0.1144 1.739
C 2.1586 -5.1572 1.1197 -1.976
C 3.1025 -4.1361 0.5642 1.317
C 4.3973 -4.5114 0.2327 -1.188
C 5.3262 -3.5740 -0.1838 -0.822
C 4.9715 -2.2364 -0.2195 -1.237
C 3.6867 -1.8300 0.1035 1.770
C 3.3455 -0.3713 0.1749 -1.277
C 2.7245 -2.7945 0.4437 -0.838
N 1.4021 -2.3918 0.7741 1.717
C 1.2809 -2.0789 2.1596 1.010
O 2.0152 -2.8221 2.8702 -0.816
C 0.5077 -1.0422 2.7857 -0.565
C 0.6450 -1.1466 4.2030 -0.974
C 0.2495 -0.1748 5.0594 -0.738
C -0.3585 0.9608 4.4904 -0.542
C -0.6011 1.0072 3.1335 0.453
N -0.2257 0.0518 2.2417 0.009
C -1.3324 2.2855 2.7733 0.303
O -1.8053 2.9671 3.7007 -0.795
N -1.3336 2.6769 1.5023 -0.975
C -1.9719 3.8646 1.1555 0.413
C -3.3199 4.1603 1.4444 1.487
C -4.2068 3.1964 2.1714 -1.587
C -3.8557 5.3699 1.0239 -0.960
C -3.1063 6.2910 0.3155 -0.759
C -1.7931 5.9920 0.0041 -1.072
C -1.2221 4.8027 0.4197 1.383
C 0.2078 4.5044 0.0779 -1.394
H 2.2602 -6.1180 0.6140 0.514
H 1.1376 -4.8010 1.0518 0.232
H 2.3845 -5.2831 2.1762 0.426
H 4.6908 -5.5506 0.3198 0.422
H 6.3361 -3.8778 -0.4365 0.381
H 5.7182 -1.4930 -0.4745 0.404
H 4.2428 0.2413 0.0875 0.526
H 2.8607 -0.1623 1.1291 0.205
H 2.6522 -0.0831 -0.6151 -0.015
H 1.1559 -2.0243 4.5670 0.404
H 0.3901 -0.2611 6.1305 0.362
H -0.6647 1.7966 5.0993 0.426
H -4.1721 2.2098 1.7051 0.112
H -5.2381 3.5526 2.1746 0.403
H -3.8602 3.0805 3.1997 0.315
H -4.8918 5.5958 1.2529 0.306
H -3.5470 7.2274 -0.0057 0.377
H -1.1992 6.6983 -0.5680 0.324
H 0.6967 5.3921 -0.3266 0.432
H 0.2426 3.7048 -0.6688 0.148
H 0.7477 4.1657 0.9625 0.253
N -2.6986 -1.1784 -2.2174 -0.050
C -1.8453 -0.3473 -2.9383 -0.089
C -1.9231 -0.3307 -4.3159 -1.193
C -0.9905 0.4108 -5.0630 -0.655
C -0.0096 1.1072 -4.3493 -0.920
C 0.0037 1.0396 -2.9835 -1.131
N -0.8971 0.3292 -2.2384 0.846
H -3.5580 -1.3666 -2.7208 0.309
H -2.9163 -0.8253 -1.2889 0.338
H -2.6976 -0.8987 -4.8140 0.327
H -1.0435 0.4390 -6.1418 0.357
H 0.7401 1.6882 -4.8747 0.365
H 0.7538 1.5810 -2.4133 0.493
C 0.3623 -4.1151 -1.6024 -1.615
C 0.5344 -2.5966 -1.6287 0.724
C 1.7559 -2.2464 -2.4781 -1.631
C 0.5127 -1.9026 -0.2479 -0.369
H 0.1330 -4.4696 -2.6096 0.502
H -0.4571 -4.4036 -0.9485 0.325
H 1.2736 -4.6028 -1.2675 0.223
H -0.3384 -2.1791 -2.1396 0.101
H 2.6539 -2.7366 -2.1080 0.354
H 1.9166 -1.1720 -2.4837 0.273
H 1.5897 -2.5580 -3.5097 0.457
H 0.6538 -0.8255 -0.4380 -0.043
H -0.4981 -2.0243 0.1594 0.577
O -4.5295 1.3282 -1.8988 -0.759
N -3.6078 1.3791 -1.0974 1.456
O -3.5932 0.5687 -0.1342 -0.969
O -2.6682 2.1578 -1.2358 -0.649

---

74
Properties=species:S:1:pos:R:3:mulliken_charge:R:1 method="wB97M-V/def2-TZVPD" fmax_ev_per_a=3.836 total_energy_ha=-1890.38093 smiles=COc1ccc([C@H](B2OC(C)(C)C(C)(C)O2)c2ccc(C)cc2)cc1.Cc1ccc(-c2ccccc2)s1 de_lowest_kcal_mol=25.2
C 4.5940 -1.1342 -3.8620 -0.572
O 4.3120 0.2678 -3.6059 -0.467
C 3.0682 0.5756 -3.1315 0.515
C 2.9733 1.4329 -2.0108 -0.819
C 1.9240 1.2371 -1.1355 -0.421
C 0.9093 0.3024 -1.4297 -0.138
C -0.0515 -0.2335 -0.3845 2.776
C -1.3877 -0.5715 -0.9963 -1.062
C -2.2646 0.4671 -1.3271 0.174
C -3.4337 0.2451 -2.0509 -1.095
C -3.7383 -1.0419 -2.5124 1.139
C -4.9413 -1.2801 -3.3776 -1.577
C -2.8745 -2.0933 -2.1884 -1.165
C -1.7249 -1.8648 -1.4284 -0.212
C 0.8614 -0.2366 -2.7316 -0.337
C 1.9200 -0.0939 -3.6082 -0.740
H 5.6814 -1.1847 -3.8744 0.252
H 4.1902 -1.7815 -3.0675 0.186
H 4.1789 -1.4321 -4.8331 0.298
H 3.7904 2.1227 -1.7978 0.436
H 1.8812 1.7816 -0.1919 0.485
H -0.1232 0.4220 0.4904 -1.106
H -1.9807 1.4818 -1.0508 0.609
H -4.0995 1.0844 -2.2927 0.362
H -5.3238 -2.2962 -3.2294 0.387
H -5.7386 -0.5697 -3.1459 0.370
H -4.6994 -1.1706 -4.4446 0.267
H -3.0915 -3.0989 -2.5541 0.349
H -1.0713 -2.7038 -1.2138 0.321
H -0.0005 -0.8239 -3.0460 0.341
H 1.9078 -0.5837 -4.5826 0.408
C 0.6257 2.7130 5.1852 -1.300
C -0.1188 2.4182 3.9436 0.770
C -1.2987 1.6911 3.8476 -1.101
C -1.8814 1.7541 2.5558 -0.052
C -1.1958 2.5995 1.6869 -0.313
B 0.7006 -1.7078 -0.0046 0.975
C -1.7246 3.2711 0.5238 1.032
C -3.1086 3.1775 0.2181 -0.042
C -3.6078 3.7826 -0.9356 -0.582
C -2.7581 4.5335 -1.7569 -0.496
C -1.4032 4.6770 -1.4259 -0.828
C -0.8926 4.0666 -0.2884 -0.380
O 2.0646 -1.6280 0.2446 -0.689
C 2.1573 -2.0522 1.6167 1.536
C 3.5693 -2.5458 1.8253 -1.938
C 1.9108 -0.8590 2.5492 -1.726
C 0.9992 -3.1391 1.6954 1.743
C 1.4599 -4.4866 1.1511 -1.912
C 0.3043 -3.3078 3.0354 -1.820
O 0.0149 -2.6110 0.7772 -0.453
S 0.3491 3.0360 2.4037 -0.211
H 0.2009 2.0987 5.9855 0.347
H 1.6851 2.4698 5.0587 0.328
H 0.5427 3.7685 5.4753 0.304
H -1.7133 1.1545 4.7000 0.355
H -2.7942 1.2383 2.2678 0.434
H -3.7595 2.6103 0.8846 0.258
H -4.6717 3.6856 -1.1672 0.459
H -3.1673 5.0517 -2.6250 0.390
H -0.7457 5.2952 -2.0356 0.400
H 0.1512 4.2059 0.0067 0.313
H 3.6768 -2.9642 2.8322 0.336
H 3.8448 -3.2994 1.0808 0.361
H 4.2594 -1.6988 1.7400 0.491
H 2.0998 -1.1527 3.5902 0.396
H 2.6147 -0.0518 2.3064 0.475
H 0.8899 -0.4568 2.4849 -0.045
H 2.1099 -4.9917 1.8740 0.368
H 0.5859 -5.1222 0.9721 0.434
H 2.0043 -4.3563 0.2062 0.329
H 1.0121 -3.6513 3.8018 0.352
H -0.1571 -2.3725 3.3811 0.302
H -0.4819 -4.0692 2.9465 0.438